Record 1
{"formula": "C24H37N3O12", "method": "the ωB97M-V functional and the def2-TZVPD basis", "energy_ha": -2003.741381, "fmax_ev_per_a": 5.991, "homo_lumo_gap_ha": 0.406, "symbols": ["C", "C", "C", "C", "N", "H", "H", "H", "H", "H", "H", "H", "C", "C", "C", "C", "N", "H", "H", "H", "H", "H", "H", "H", "C", "C", "C", "C", "N", "H", "H", "H", "H", "H", "H", "H", "C", "C", "O", "C", "O", "O", "H", "H", "H", "H", "C", "C", "O", "C", "O", "O", "H", "H", "H", "H", "C", "C", "O", "C", "O", "O", "H", "H", "H", "H", "C", "C", "O", "C", "O", "O", "H", "H", "H", "H"], "xyz": [[2.895460, -1.685714, 7.131505], [2.992660, -0.254034, 7.788105], [3.153340, -0.351094, 9.278575], [1.983020, -0.838584, 9.987835], [1.046120, -1.238384, 10.596915], [3.860810, -2.052914, 6.783125], [2.131490, -1.640644, 6.355365], [2.439310, -2.373374, 7.843655], [2.177850, 0.406366, 7.491375], [3.828960, 0.256926, 7.311015], [3.329400, 0.643316, 9.688745], [4.059840, -0.883704, 9.566125], [-1.547910, 8.792286, -4.977615], [-1.893050, 7.285406, -5.134655], [-0.866650, 6.260246, -4.462045], [-0.690310, 6.551586, -3.025145], [-0.522580, 6.837126, -1.889445], [-0.976750, 8.959846, -4.064485], [-2.499800, 9.315616, -5.067825], [-0.975150, 9.084036, -5.857905], [-2.052090, 7.000726, -6.174735], [-2.898160, 7.080916, -4.765825], [0.090300, 6.298276, -4.982525], [-1.239240, 5.239706, -4.550255], [-8.021700, -3.784434, -2.542475], [-7.657920, -2.730494, -1.486625], [-8.199610, -1.344904, -1.756995], [-7.651660, -0.661114, -2.945795], [-7.237630, -0.006534, -3.783365], [-7.767480, -3.469114, -3.554425], [-9.101890, -3.921084, -2.593915], [-7.644250, -4.763474, -2.247345], [-6.578430, -2.699644, -1.338785], [-7.923920, -2.926874, -0.447985], [-8.131670, -0.689854, -0.888435], [-9.242400, -1.612514, -1.927425], [-4.045450, 1.464546, 5.898035], [-3.967980, 0.587036, 7.167405], [-3.737960, -0.682924, 6.677155], [-4.101970, -0.760004, 5.394235], [-4.172040, -1.776494, 4.740615], [-4.333490, 0.454736, 4.947335], [-3.093060, 1.941056, 5.665635], [-4.785890, 2.263146, 5.943745], [-4.850100, 0.834926, 7.757775], [-3.119150, 1.106616, 7.611945], [11.528290, -2.240264, 1.908275], [12.053040, -0.919744, 1.438565], [13.433410, -0.951614, 1.805275], [13.707200, -1.957104, 2.569555], [14.767340, -2.240814, 3.092395], [12.603760, -2.722994, 2.668545], [11.237670, -2.995674, 1.178205], [10.694790, -1.932494, 2.539665], [11.630450, -0.056564, 1.952805], [12.130410, -0.598994, 0.399705], [1.192430, -2.261224, -0.851895], [0.809460, -0.729014, -0.915345], [2.083850, -0.124194, -0.801855], [2.959230, -1.066374, -0.397365], [4.066380, -0.770144, 0.052175], [2.482670, -2.259274, -0.360085], [1.202010, -2.741164, -1.830495], [0.403350, -2.836834, -0.368025], [0.131170, -0.549264, -0.081245], [0.334210, -0.523764, -1.874565], [-1.812260, -2.465764, -10.245355], [-2.614340, -1.677994, -9.257515], [-2.437150, -2.333104, -8.078515], [-2.134690, -3.589824, -8.354875], [-2.174970, -4.489104, -7.532985], [-1.802710, -3.701784, -9.634405], [-0.818400, -2.028214, -10.339605], [-2.387850, -2.461584, -11.170975], [-3.657140, -1.549894, -9.547785], [-2.072800, -0.741734, -9.122435]], "forces_ev_per_angstrom": [[-1.06, 1.18, 0.56], [0.29, -1.06, -1.57], [0.56, 1.23, 0.54], [-3.47, -1.97, 2.35], [3.38, 1.52, -2.30], [-0.23, 0.00, -0.03], [0.48, -0.11, -0.49], [0.34, -0.18, 0.18], [-0.47, -0.38, 0.32], [0.40, -0.03, 0.44], [-0.02, 0.26, 0.04], [-0.20, -0.47, -0.05], [-0.24, -1.41, -1.00], [0.18, -0.71, 0.55], [-1.06, 0.96, -0.32], [0.76, 1.00, 3.20], [-0.64, -1.00, -3.78], [-0.36, 0.35, -0.02], [0.24, 0.37, 0.54], [0.32, 0.19, 0.23], [0.64, 0.09, -0.24], [0.12, 0.04, 0.70], [0.10, 0.10, 0.20], [-0.06, 0.02, -0.06], [-0.82, 0.28, 0.81], [1.60, -0.15, 0.49], [-0.51, -0.47, -0.66], [-0.59, -0.36, 1.34], [0.39, 0.31, -0.84], [0.58, -0.18, 0.12], [-0.26, 0.10, 0.19], [0.37, 0.12, -0.40], [0.33, 0.10, -0.54], [-0.77, -0.69, -0.18], [0.08, 0.02, -0.15], [-0.38, 0.91, -0.18], [0.06, -0.62, 0.25], [0.61, 3.89, -0.38], [0.09, -1.19, 1.42], [0.10, -1.86, -1.11], [0.10, 1.53, 1.09], [-0.88, 1.37, -2.07], [0.11, -0.21, -0.21], [-0.31, -0.41, -0.25], [-0.17, -1.27, 0.22], [0.30, -1.25, 1.01], [-0.72, 0.44, 0.06], [1.32, 1.96, -1.08], [0.80, 1.91, -0.77], [1.68, -2.03, 1.48], [-1.76, 0.73, -0.89], [-0.10, -1.38, 1.13], [0.02, 0.27, -0.10], [-0.21, -0.96, 0.22], [-0.27, -0.21, 0.23], [-0.76, -0.73, -0.28], [-2.36, 0.50, -2.10], [-0.15, -2.29, -0.40], [-0.41, -0.05, -0.16], [4.23, 3.36, 2.60], [-2.19, -0.68, -1.54], [-0.40, -2.26, 0.67], [0.21, 0.32, -0.38], [0.68, -0.02, 1.10], [0.29, 0.71, 0.03], [0.10, 0.38, 0.19], [-0.76, 1.29, -0.75], [0.71, 3.00, -1.08], [-0.56, -0.48, 2.05], [-0.19, -2.78, 2.72], [0.33, 1.53, -1.83], [0.60, -2.30, -0.55], [0.13, -0.42, -0.30], [0.63, -0.43, -0.31], [-0.06, 0.00, 0.28], [-0.83, 0.59, -0.22]]}

=====

Record 2
{"formula": "C5H8O", "method": "the ωB97M-V functional and the def2-TZVPD basis", "relative_energy_ev": 4.291, "energy_ha": -270.400203, "fmax_ev_per_a": 1.173, "homo_lumo_gap_ha": 0.298, "symbols": ["C", "C", "C", "C", "C", "O", "H", "H", "H", "H", "H", "H", "H", "H"], "xyz": [[1.269580, 0.058788, 0.974610], [0.736973, 0.465090, -0.379984], [-0.811654, -1.397527, -0.472993], [-0.336615, -0.240941, -1.036848], [-1.095867, 1.092048, -0.050433], [-1.929104, 1.713527, -0.653613], [1.931190, -0.820186, 0.963696], [1.851551, 0.872352, 1.421968], [0.446920, -0.211141, 1.650137], [1.481756, 0.959734, -1.011866], [-1.846133, -1.641170, -0.287127], [-0.057921, -2.054802, -0.056383], [-0.660187, 0.221516, -1.966445], [-1.169019, 0.845716, 1.013313]], "forces_ev_per_angstrom": [[-0.13, 0.08, -0.06], [-0.26, 0.20, -0.07], [-0.05, -0.08, 0.25], [0.56, -0.83, -0.46], [0.17, 0.88, 0.28], [1.11, -0.28, 0.25], [-0.21, 0.13, -0.28], [-0.14, -0.07, -0.13], [0.07, 0.01, -0.09], [-0.59, 0.57, 0.16], [-0.17, -0.31, -0.92], [-0.22, 0.21, 0.82], [-0.33, -0.22, 0.18], [0.19, -0.30, 0.08]]}

=====

Record 3
{"formula": "C4H11NO3", "method": "the ωB97M-V functional and the def2-TZVPD basis", "relative_energy_ev": 1.274, "energy_ha": -439.479086, "fmax_ev_per_a": 0.982, "homo_lumo_gap_ha": 0.370, "symbols": ["C", "N", "C", "C", "C", "O", "O", "H", "H", "H", "H", "H", "H", "H", "H", "H", "H", "H", "O"], "xyz": [[-2.022518, 1.075820, 0.990057], [-0.663145, 0.571254, 0.743403], [0.195191, 0.833800, 1.891036], [-0.107190, 1.206089, -0.456132], [0.759389, 0.133160, -1.085980], [0.317277, -0.218361, -2.313123], [1.701427, -0.403670, -0.571010], [-2.065726, 2.176534, 1.045938], [-2.370884, 0.701853, 1.944154], [-2.659389, 0.743664, 0.172625], [-0.210842, 0.371803, 2.791736], [1.197057, 0.475150, 1.662972], [0.216372, 1.911297, 2.157709], [0.532411, 2.060468, -0.217641], [-0.929180, 1.430726, -1.128421], [0.659580, -1.101823, -2.521478], [0.808115, -2.787134, 0.997212], [-0.145457, -1.961500, 0.195850], [0.080779, -2.887582, 0.367978]], "forces_ev_per_angstrom": [[0.52, 0.10, -0.23], [-0.47, 0.61, 0.37], [-0.19, 0.35, 0.31], [0.27, -0.94, 0.10], [0.15, 0.02, -0.61], [-0.47, -0.19, 0.13], [0.03, 0.07, 0.23], [0.10, -0.06, -0.05], [-0.20, -0.27, 0.06], [-0.21, -0.02, 0.15], [0.12, -0.44, -0.16], [-0.01, 0.03, 0.26], [0.21, -0.10, -0.38], [-0.26, 0.30, -0.09], [0.19, 0.34, -0.12], [0.33, 0.18, -0.05], [-0.07, -0.20, -0.18], [-0.16, -0.14, 0.08], [0.14, 0.36, 0.18]]}

=====

Record 4
{"formula": "C41H55AsN13O4PbS", "method": "the ωB97M-V functional and the def2-TZVPD basis", "relative_energy_ev": 0.000, "energy_ha": -5434.754789, "charge": 1, "fmax_ev_per_a": 0.507, "homo_lumo_gap_ha": 0.305, "symbols": ["Pb", "N", "N", "C", "N", "N", "N", "O", "O", "H", "H", "H", "H", "H", "C", "C", "N", "N", "C", "S", "N", "N", "H", "H", "H", "H", "H", "H", "C", "N", "C", "C", "C", "N", "C", "C", "H", "H", "H", "H", "H", "H", "H", "H", "H", "H", "H", "H", "H", "H", "H", "H", "C", "C", "C", "C", "C", "C", "C", "C", "C", "C", "O", "O", "H", "H", "H", "H", "H", "H", "H", "H", "H", "H", "H", "N", "C", "C", "N", "C", "H", "H", "H", "H", "C", "C", "C", "C", "C", "C", "As", "C", "C", "C", "C", "C", "C", "C", "C", "C", "C", "C", "C", "H", "H", "H", "H", "H", "H", "H", "H", "H", "H", "H", "H", "H"], "xyz": [[0.294951, -0.500694, -0.310997], [-0.523409, 1.664120, -1.953450], [0.544521, 2.326650, -2.577823], [1.697942, 1.602980, -2.780792], [2.520962, 2.009044, -3.758935], [1.883734, 0.572683, -2.005425], [3.043463, -0.239287, -2.235146], [4.176315, 0.368148, -2.680999], [3.824936, -2.094562, -3.426739], [-1.069799, 1.133382, -2.623092], [-1.118487, 2.340453, -1.491123], [0.304591, 2.949228, -3.336944], [2.395576, 2.915107, -4.176358], [3.458943, 1.582832, -3.658480], [1.752605, 4.394577, 2.233460], [1.100289, 3.200408, 2.815883], [0.779187, 3.013943, 4.053115], [0.261290, 1.751831, 4.082781], [0.233324, 1.151200, 2.892124], [-0.296986, -0.393560, 2.499594], [0.758472, 2.090351, 2.065431], [1.056806, 1.837042, 0.726096], [1.960423, 5.112619, 3.021363], [1.113234, 4.864677, 1.483217], [2.692843, 4.108147, 1.757895], [-0.053629, 1.354932, 4.951230], [0.934661, 2.690496, 0.191106], [2.070659, 1.551503, 0.701332], [2.666381, -1.396710, -3.182301], [1.624671, -2.170979, -2.588981], [2.126624, -3.174715, -1.639513], [0.774949, -2.837906, -3.596740], [-0.023646, -1.970365, -4.562305], [-1.119160, -1.183657, -4.006789], [-2.187736, -2.047015, -3.509527], [-1.649818, -0.339251, -5.074739], [4.522516, -1.401628, -3.410687], [3.199462, -0.647224, -1.296789], [2.286702, -0.894259, -4.071949], [2.678823, -3.972596, -2.142185], [1.271712, -3.592480, -1.109632], [2.776731, -2.708915, -0.899340], [0.092603, -3.483008, -3.042237], [1.397022, -3.493046, -4.220642], [-0.416845, -2.661737, -5.327842], [0.637484, -1.280625, -5.088309], [-2.554778, -2.728257, -4.292461], [-3.020965, -1.432396, -3.168073], [-1.843567, -2.625628, -2.653622], [-2.007459, -0.931905, -5.931198], [-0.877228, 0.339799, -5.442518], [-2.494532, 0.241150, -4.700038], [7.271965, -3.365082, 4.211113], [6.253424, -2.581925, 3.424700], [5.123467, -2.055364, 4.039027], [4.188233, -1.313762, 3.329708], [2.991393, -0.724074, 4.027220], [4.390717, -1.104812, 1.964226], [5.519668, -1.610860, 1.324455], [5.740454, -1.404286, -0.150213], [6.435623, -2.345575, 2.069248], [3.365192, -0.324304, 1.182766], [3.387190, 0.915592, 1.193039], [2.474597, -1.013843, 0.556309], [6.834644, -3.779294, 5.118810], [8.106377, -2.724111, 4.504003], [7.679165, -4.182090, 3.615481], [4.966730, -2.219342, 5.100164], [2.966639, -1.026157, 5.073498], [2.062377, -1.047575, 3.554032], [3.025605, 0.368153, 3.985597], [5.292931, -2.222956, -0.723216], [6.804915, -1.390809, -0.382116], [5.314495, -0.466352, -0.505338], [7.316240, -2.742016, 1.573659], [-1.813189, -5.155592, 1.213033], [-2.474212, -4.173782, 1.905328], [-2.078530, -3.003695, 1.333488], [-1.196787, -3.249195, 0.301921], [-1.062650, -4.553667, 0.262862], [-1.875121, -6.144192, 1.382531], [-3.131786, -4.386463, 2.729772], [-2.381733, -2.001528, 1.586336], [-0.463151, -5.111852, -0.438366], [-8.240095, 0.202341, -0.386851], [-7.383512, 0.098879, -1.473992], [-6.018003, 0.255591, -1.295022], [-5.496382, 0.536285, -0.034525], [-6.356823, 0.628071, 1.052775], [-7.724146, 0.460922, 0.874161], [-3.551315, 0.728024, 0.105110], [-3.366519, 2.543733, -0.582416], [-3.464962, 2.968604, -1.900132], [-3.211275, 4.296082, -2.222238], [-2.836665, 5.192425, -1.227151], [-2.747530, 4.776702, 0.094131], [-3.027089, 3.453404, 0.427821], [-3.073345, 2.897274, 1.796808], [-2.892043, 3.621993, 2.972101], [-3.066016, 3.000364, 4.199134], [-3.398140, 1.651603, 4.262542], [-3.545319, 0.915080, 3.095203], [-3.400334, 1.537443, 1.863994], [-9.306838, 0.083669, -0.523230], [-7.778421, -0.114025, -2.459100], [-5.353571, 0.159037, -2.148144], [-5.972500, 0.844926, 2.039911], [-8.387020, 0.536086, 1.726566], [-3.752682, 2.272672, -2.681379], [-3.312128, 4.634320, -3.245722], [-2.638372, 6.226060, -1.479587], [-2.479733, 5.487812, 0.866047], [-2.639453, 4.674696, 2.935081], [-2.944141, 3.573270, 5.109687], [-3.543275, 1.173000, 5.223076], [-3.784604, -0.140435, 3.152354]], "forces_ev_per_angstrom": [[0.14, -0.15, -0.17], [0.06, -0.03, 0.15], [0.02, 0.23, 0.00], [0.05, -0.22, -0.03], [0.06, -0.11, 0.03], [-0.04, 0.03, 0.01], [0.08, -0.01, 0.02], [-0.06, -0.22, 0.07], [0.14, 0.17, 0.18], [-0.09, -0.12, -0.19], [0.00, 0.05, -0.03], [-0.07, -0.03, -0.04], [-0.01, 0.02, 0.02], [-0.04, 0.08, -0.04], [0.03, -0.02, -0.03], [0.03, -0.13, -0.17], [-0.01, 0.00, 0.09], [-0.06, 0.01, 0.11], [-0.03, 0.13, -0.14], [-0.25, -0.07, 0.24], [0.08, 0.11, -0.03], [-0.32, 0.20, -0.11], [-0.03, -0.01, 0.02], [0.00, 0.01, 0.02], [-0.01, 0.01, 0.01], [-0.04, -0.02, -0.02], [-0.26, -0.01, -0.02], [0.15, -0.06, 0.07], [-0.16, 0.23, 0.10], [-0.19, -0.11, -0.11], [0.13, 0.02, -0.01], [0.01, 0.01, 0.00], [0.12, 0.01, 0.11], [-0.04, 0.12, 0.02], [0.13, 0.11, 0.12], [0.00, -0.02, 0.08], [-0.04, -0.09, -0.11], [0.12, 0.01, -0.12], [0.03, 0.16, -0.01], [-0.03, -0.04, 0.00], [-0.02, -0.01, 0.04], [-0.05, -0.11, -0.04], [0.02, -0.03, -0.01], [0.00, -0.09, 0.05], [0.03, 0.01, -0.03], [0.03, -0.01, -0.05], [-0.01, -0.03, 0.03], [-0.02, 0.01, 0.00], [-0.02, -0.05, 0.01], [-0.01, 0.00, 0.01], [-0.03, 0.01, 0.06], [0.02, 0.06, -0.01], [-0.04, 0.07, -0.05], [0.04, -0.04, 0.02], [-0.02, 0.01, -0.02], [0.01, 0.10, 0.03], [0.05, -0.04, -0.03], [-0.01, -0.01, -0.05], [-0.05, -0.05, -0.03], [-0.04, -0.09, 0.03], [0.01, 0.02, -0.02], [-0.21, -0.08, 0.27], [0.50, -0.07, 0.08], [0.04, 0.04, -0.26], [0.02, -0.01, -0.01], [-0.01, -0.01, 0.01], [0.00, -0.01, 0.03], [0.01, -0.01, -0.01], [0.00, 0.01, 0.01], [0.04, 0.00, 0.04], [0.00, 0.00, 0.01], [0.00, 0.03, -0.03], [-0.01, 0.01, -0.02], [0.02, 0.08, -0.05], [-0.01, 0.01, 0.00], [-0.02, -0.04, -0.02], [0.05, 0.09, 0.06], [-0.07, -0.03, -0.11], [0.06, 0.08, 0.01], [-0.04, 0.02, -0.03], [0.01, -0.02, -0.02], [0.00, -0.02, -0.04], [0.00, -0.01, 0.03], [0.05, 0.01, 0.05], [0.01, 0.02, 0.01], [-0.02, 0.00, -0.01], [0.08, -0.01, 0.00], [0.03, -0.07, -0.06], [0.03, 0.05, -0.03], [-0.01, -0.01, -0.01], [-0.20, 0.08, 0.12], [0.04, 0.04, 0.02], [-0.05, -0.04, -0.03], [0.00, 0.01, -0.01], [0.00, -0.01, 0.03], [0.01, -0.02, 0.01], [-0.02, 0.00, 0.01], [-0.01, -0.03, -0.03], [0.03, -0.01, -0.04], [0.06, 0.02, -0.02], [0.02, -0.01, 0.02], [0.02, -0.05, -0.04], [0.08, 0.04, 0.03], [0.01, -0.02, 0.00], [0.00, 0.02, 0.00], [-0.02, -0.02, -0.01], [0.00, 0.01, 0.03], [0.00, 0.01, -0.01], [0.01, 0.00, 0.00], [0.00, 0.00, 0.01], [0.01, -0.01, 0.00], [-0.02, 0.02, -0.02], [-0.02, -0.01, 0.01], [-0.01, -0.02, 0.00], [0.00, 0.01, -0.01], [0.01, 0.00, 0.01]]}

=====

Number 1: E_HOMO -0.3968 Eh, E_LUMO 0.260 eV. Number 2: E_HOMO -0.2929 Eh, E_LUMO 0.151 eV. Number 3: E_HOMO -0.3425 Eh, E_LUMO 0.737 eV. Number 4: E_HOMO -0.3742 Eh, E_LUMO -1.883 eV.